No. 1
{
  "formula": "C32H44BIrN7O3S",
  "method": "ωB97M-V with the def2-TZVPD basis set",
  "elements": ["Ir", "C", "N", "C", "C", "N", "C", "C", "C", "C", "C", "C", "N", "C", "N", "C", "C", "C", "C", "C", "C", "N", "H", "H", "H", "H", "H", "H", "H", "H", "H", "H", "H", "H", "H", "H", "H", "C", "S", "C", "O", "H", "H", "H", "H", "H", "H", "N", "C", "C", "N", "C", "C", "H", "H", "H", "H", "H", "H", "H", "H", "H", "H", "H", "C", "C", "C", "C", "C", "C", "C", "C", "O", "B", "O", "C", "C", "H", "H", "H", "H", "H", "H", "H", "H", "H", "H", "H", "H"],
  "positions_angstrom": [[-0.06, 1.02, 0.13], [2.99, 0.40, -1.06], [2.45, 0.92, 0.19], [2.91, 0.34, 1.44], [1.94, 0.71, 2.52], [0.75, 1.21, 2.25], [0.10, 1.35, 3.46], [-1.18, 1.79, 3.76], [-1.55, 1.81, 5.10], [-0.66, 1.43, 6.11], [0.62, 0.99, 5.82], [0.98, 0.94, 4.48], [2.14, 0.55, 3.84], [2.03, 0.76, -2.16], [0.89, 1.39, -1.91], [0.25, 1.53, -3.13], [-0.96, 2.13, -3.46], [-1.35, 2.08, -4.78], [-0.56, 1.46, -5.76], [0.66, 0.88, -5.45], [1.06, 0.93, -4.12], [2.17, 0.46, -3.46], [3.08, -0.69, -1.00], [3.99, 0.80, -1.28], [2.55, 1.93, 0.22], [3.94, 0.64, 1.70], [2.90, -0.75, 1.34], [-1.86, 2.06, 2.97], [-2.54, 2.12, 5.37], [-0.99, 1.46, 7.13], [1.30, 0.67, 6.59], [2.94, 0.14, 4.29], [-1.57, 2.60, -2.71], [-2.28, 2.53, -5.08], [-0.91, 1.44, -6.77], [1.27, 0.41, -6.20], [2.94, -0.03, -3.90], [-4.74, 2.62, 0.08], [-3.42, 1.72, -0.81], [-3.94, 0.04, -0.35], [-2.17, 2.00, 0.02], [-4.91, 2.20, 1.07], [-5.64, 2.54, -0.52], [-4.45, 3.66, 0.16], [-4.92, -0.12, -0.79], [-3.99, -0.05, 0.74], [-3.22, -0.66, -0.75], [1.85, 6.56, 0.43], [1.44, 6.00, -0.89], [1.52, 4.46, -0.83], [0.73, 3.89, 0.24], [1.03, 4.50, 1.51], [0.96, 6.04, 1.50], [1.82, 7.58, 0.41], [2.81, 6.26, 0.63], [2.10, 6.38, -1.67], [0.43, 6.33, -1.10], [2.56, 4.17, -0.68], [1.18, 4.05, -1.78], [-0.27, 3.93, 0.03], [2.04, 4.19, 1.80], [0.34, 4.12, 2.27], [1.27, 6.43, 2.47], [-0.06, 6.38, 1.30], [0.32, -7.77, -1.54], [-0.82, -7.04, -0.79], [-2.05, -7.00, -1.68], [-1.14, -7.87, 0.48], [-0.37, -5.67, -0.37], [0.83, -5.54, 0.37], [1.35, -4.32, 0.76], [0.62, -3.19, 0.42], [0.85, -1.89, 0.65], [-0.22, -1.16, 0.09], [-1.09, -2.06, -0.50], [-0.59, -3.30, -0.30], [-1.09, -4.52, -0.70], [-0.02, -8.76, -1.83], [1.21, -7.89, -0.93], [0.59, -7.21, -2.43], [-2.32, -8.01, -1.99], [-1.87, -6.41, -2.57], [-2.90, -6.58, -1.15], [-1.48, -8.85, 0.17], [-1.93, -7.38, 1.04], [-0.28, -7.99, 1.12], [1.37, -6.43, 0.64], [2.27, -4.24, 1.32], [-2.01, -4.56, -1.26]],
  "lumo_energy_ev": [-8.982, -8.985],
  "e_tot_ha": -2381.3746,
  "e_homo_ev": [-14.10, -14.10],
  "total_charge": 3
}

=====

No. 2
{
  "formula": "C16H21K2N5O12S3Zn2",
  "method": "ωB97M-V with the def2-TZVPD basis set",
  "elements": ["Zn", "Zn", "K", "K", "S", "O", "O", "O", "O", "S", "O", "O", "O", "O", "S", "O", "O", "O", "O", "C", "C", "N", "H", "H", "H", "C", "C", "N", "H", "H", "H", "N", "C", "C", "C", "C", "H", "H", "H", "H", "H", "N", "C", "C", "C", "C", "H", "H", "H", "H", "H", "N", "C", "C", "C", "C", "H", "H", "H", "H", "H"],
  "positions_angstrom": [[-1.96, -0.45, -1.28], [1.49, -3.15, -0.29], [3.40, -0.63, 2.29], [3.89, 0.19, -2.04], [0.99, -0.58, -0.07], [-0.34, -0.02, -0.36], [1.98, 0.46, 0.25], [0.92, -1.66, 0.96], [1.45, -1.35, -1.24], [-1.53, -2.95, -1.49], [-0.29, -3.50, -0.94], [-2.24, -2.18, -0.43], [-1.19, -1.86, -2.47], [-2.38, -3.95, -2.08], [4.04, -3.42, -0.93], [5.18, -4.26, -0.61], [2.82, -4.19, -1.26], [3.54, -2.54, 0.21], [4.45, -2.57, -2.07], [-0.06, -4.03, 3.77], [0.59, -4.33, 2.50], [1.13, -4.57, 1.52], [-0.56, -3.07, 3.79], [0.70, -4.04, 4.56], [-0.76, -4.83, 4.01], [-3.56, 3.58, 0.46], [-3.24, 2.20, 0.10], [-2.94, 1.12, -0.08], [-4.62, 3.67, 0.70], [-3.25, 4.22, -0.36], [-2.94, 3.79, 1.33], [0.91, 3.25, 0.82], [0.54, 4.03, 1.88], [-0.19, 5.08, 1.38], [-0.30, 4.88, -0.01], [0.34, 3.70, -0.35], [1.34, 2.34, 0.88], [0.78, 3.73, 2.89], [-0.69, 5.87, 1.92], [-0.88, 5.57, -0.60], [0.41, 3.12, -1.25], [0.58, -0.24, -4.18], [1.88, -0.57, -4.39], [2.48, 0.38, -5.20], [1.44, 1.31, -5.50], [0.31, 0.91, -4.85], [0.01, -0.88, -3.63], [2.23, -1.50, -3.97], [3.51, 0.40, -5.54], [1.48, 2.20, -6.11], [-0.68, 1.35, -4.94], [-1.50, -0.54, 2.38], [-2.51, -1.04, 3.12], [-2.88, -0.10, 4.06], [-2.06, 1.04, 3.83], [-1.21, 0.73, 2.78], [-0.94, -1.10, 1.74], [-2.81, -2.07, 3.02], [-3.74, -0.22, 4.70], [-2.12, 1.99, 4.32], [-0.44, 1.32, 2.31]],
  "lumo_energy_ev": -1.181,
  "e_tot_ha": -7752.3037,
  "e_homo_ev": -7.86
}

=====

No. 3
{
  "formula": "C3H7N3",
  "method": "ωB97M-V with the def2-TZVPD basis set",
  "elements": ["C", "N", "C", "C", "N", "N", "H", "H", "H", "H", "H", "H", "H"],
  "positions_angstrom": [[0.43, 2.20, 0.89], [-0.23, 0.95, 0.74], [-1.09, 0.53, -0.01], [0.07, -2.03, -1.29], [-2.11, 0.06, -0.46], [0.75, -1.95, -0.20], [0.51, -1.22, 0.47], [-2.12, -0.65, -1.17], [1.54, -2.55, 0.09], [0.41, -2.90, -1.89], [-0.19, 3.04, 0.58], [1.36, 2.21, 0.31], [0.69, 2.31, 1.95]],
  "lumo_energy_ev": 0.933,
  "e_tot_ha": -282.6636,
  "e_homo_ev": -8.32,
  "de_lowest_kj_mol": 290.5
}